Density functional theory data (ωB97M-V/def2-TZVPD) for 2 unconnected molecules or ions with the total composition C4H14N2O.

```
21
Properties=species:S:1:pos:R:3:forces:R:3:lowdin_spin:R:1
H 1.273473 1.216629 0.086432 -0.4401 0.0671 -0.1030 0.0174
H 1.362208 -1.825027 -1.662794 0.0184 0.6953 -0.5381 0.0046
H -0.371365 -2.115902 -1.977955 -0.1687 -0.0522 -0.0657 0.0245
N -0.055073 -1.113455 2.180284 -0.6448 0.2711 -0.5900 0.0777
H -1.013513 3.099640 0.241073 -0.4675 0.1573 0.0677 0.0269
H 0.149454 -1.256783 3.160780 0.1652 0.3723 0.2204 0.0794
H -0.989532 -0.505648 -0.179348 0.1323 0.2825 -0.2811 0.0407
H -1.040369 2.144916 -0.900140 -0.6567 0.1821 -0.0790 0.0076
H 1.901271 -0.336702 0.212517 -0.0688 -0.4981 0.9125 0.0053
H -1.056386 -1.268836 2.100681 -0.1290 -0.1349 -0.0589 0.0897
H 1.044488 0.622550 2.362675 -0.1181 0.2494 0.3958 0.0476
O -1.645040 2.773481 -0.421307 1.0799 -0.2379 -0.0151 0.0539
N -0.285953 0.640138 -1.768857 -1.3766 -0.1203 -1.1939 0.0283
C 0.272053 0.243128 1.694346 2.1565 -0.7600 0.9474 0.2056
H -1.172402 0.379330 -2.281955 1.0029 0.2855 0.8154 0.0378
C 0.348131 -1.722078 -1.268698 0.6869 -0.3148 1.3985 0.0783
C -0.038460 -0.341068 -0.705348 0.1446 -0.6158 -0.5838 0.0665
H 0.463672 -2.390393 -0.397146 -0.6168 -0.0457 -0.1546 0.0145
H -0.515446 0.996550 1.686864 -0.3564 -0.3584 -0.0479 0.0421
H 0.411536 0.566397 -2.508925 0.1788 0.0743 0.3645 0.0131
C 0.957256 0.193130 0.346823 -0.5221 0.5012 -1.4111 0.0388
```
Forces are in eV/Å.

Calculated values
LUMO level (alpha / beta) ... 3.95 / 3.90 eV
Net charge ... -1
Gap between HOMO and LUMO (alpha / beta) ... 2.55 / 9.55 eV
Largest force on an atom ... 2.5 eV/A
Spin multiplicity ... 2
E ... -9401.1048 eV
Molecular weight ... 106.17 u

=====

Density functional theory data (ωB97M-V/def2-TZVPD) for 2 unconnected molecules or ions with the total composition C4H14N2O.

```
21
Properties=species:S:1:pos:R:3:forces:R:3:lowdin_spin:R:1
C 0.767110 0.315398 -0.200247 -0.1488 -0.4009 -1.0265 0.0600
H -0.203638 2.058304 -0.341897 -0.2307 0.3163 -0.4293 0.0523
C 0.696698 0.333040 1.308483 -0.0335 -0.3752 0.4681 0.0459
H 0.523729 -0.731543 -0.429485 -0.3422 0.2633 -0.0569 0.0161
H 1.043662 1.232521 1.829921 0.0321 0.1880 -0.4166 0.0181
H 2.896548 0.110879 -0.053600 0.2626 -0.2862 -0.1552 0.0199
N -0.293921 1.183732 -0.864188 1.4309 -0.7701 0.8413 0.0760
H -0.733847 -0.066604 2.875432 0.1416 0.1669 -0.0393 0.0052
H -1.754804 -1.707223 -2.978378 -0.0010 0.5083 0.3408 0.0606
C -0.708974 0.000758 1.782238 0.1898 -0.7750 0.2133 0.0433
N -1.135272 -1.346692 1.272903 -0.6071 1.0927 0.2593 0.0158
H 1.342573 -0.491755 1.640563 0.0514 0.1468 0.0825 0.0078
H -1.735226 -1.167183 0.467141 0.3755 -0.2303 -0.3261 0.0161
O -2.410633 -1.400541 -2.329659 -0.3981 -0.5035 -0.0739 0.1200
H 2.240783 -0.169152 -1.710533 0.1577 -0.1191 -0.0772 0.0564
C 2.181627 0.440323 -0.811206 -0.2944 0.7040 0.4846 0.2021
H -1.810184 -1.676009 1.954502 0.0271 -0.2949 0.1163 0.0069
H 2.491863 1.450663 -1.105963 -0.2976 -0.0650 0.1758 0.0448
H -1.375135 0.805001 1.486321 -0.3162 0.0460 -0.0984 0.0121
H 0.124538 1.354461 -1.783001 -0.4970 0.2700 -0.0922 0.0929
H -2.147490 -0.528372 -2.009349 0.4980 0.1181 -0.1904 0.0278
```
Forces are in eV/Å.

Calculated values
LUMO level (alpha / beta) ... 3.97 / 3.76 eV
Net charge ... -1
Gap between HOMO and LUMO (alpha / beta) ... 2.72 / 9.69 eV
Largest force on an atom ... 1.8 eV/A
Spin multiplicity ... 2
E ... -9401.2555 eV
Molecular weight ... 106.17 u

=====

Density functional theory data (ωB97M-V/def2-TZVPD) for 2 unconnected molecules or ions with the total composition C4H14N2O.

```
21
Properties=species:S:1:pos:R:3:forces:R:3:lowdin_charge:R:1
H 1.037291 -1.121747 -0.583442 -1.2377 -1.0605 0.0526 0.0925
H -1.154007 -2.057816 1.506691 -1.0584 -0.1829 -0.3196 0.0158
H 1.787683 0.787336 0.061374 -0.6147 0.0732 0.1609 0.1124
H 0.549290 1.480543 -1.977514 0.0542 -0.7145 0.7064 0.0622
C 0.753116 1.161817 0.239114 -1.0168 -0.0767 -0.2937 -0.2172
H -0.401630 -0.314011 -3.831342 2.4257 -0.2981 -1.8876 -0.0238
H 0.335071 0.156507 2.586211 0.3370 2.2428 2.7717 0.0527
N -0.000543 -1.159776 -0.456364 -0.2715 0.0618 0.2083 0.0036
H 0.894951 2.839412 -1.177507 -0.1931 0.6593 0.6355 0.0617
C 0.278782 -0.629322 1.963776 -0.2164 -5.0165 -5.3234 -0.2246
H 1.250740 -1.262358 1.748388 -1.1255 2.0647 0.7090 0.1363
H -0.735406 2.137296 -1.182748 -0.8628 0.3413 0.7843 0.0645
O -1.139143 -0.227391 -3.302210 -1.9315 0.1436 2.9903 -0.0661
H -0.382160 -2.103893 -0.077643 1.4629 2.2152 -1.0631 0.1103
C -0.193391 -0.059146 0.518346 0.6458 -0.3853 3.1041 -0.3940
H -0.793411 -0.390953 -2.380638 -0.5007 -0.0317 -1.0104 0.0098
H 0.836698 1.816398 1.167659 -0.4040 -0.7579 -1.1860 0.1223
H -1.231494 -1.469403 3.122756 -0.3507 -0.3860 -0.7013 0.0665
C 0.299987 1.949145 -1.002697 1.6484 -0.2447 -1.4877 -0.1218
N -0.685382 -1.709960 2.300787 1.4351 1.3670 2.3017 -0.0246
H -1.307041 0.177325 0.756998 1.7745 -0.0142 -1.1520 0.1614
```
Forces are in eV/Å.

Calculated values
SMILES string ... CC[C@@H](N)CN.O
LUMO level ... 0.97 eV
Net charge ... 0
Gap between HOMO and LUMO ... 9.82 eV
Largest force on an atom ... 7.3 eV/A
Spin multiplicity ... 1
E ... -9401.2484 eV
Molecular weight ... 106.17 u

=====

Density functional theory data (ωB97M-V/def2-TZVPD) for a molecular structure, C4H14N2O.

```
21
Properties=species:S:1:pos:R:3:forces:R:3:lowdin_charge:R:1
N -0.019859 -0.639948 -0.968881 1.7832 0.8379 1.6668 0.0543
H 3.240948 -0.252830 -2.296689 -0.1909 0.0507 -0.0796 0.0316
H 1.811475 -0.686974 -1.797633 0.0044 0.1499 0.0238 -0.0153
H 2.523556 0.416772 1.565197 0.0753 -0.0280 0.0152 0.0679
H -3.939503 -0.244704 -0.032695 0.0053 -0.0227 -0.0076 0.0717
O 2.769031 -0.811671 -1.675304 0.2037 -0.2199 0.0738 -0.0950
H -0.546580 1.525489 0.034004 -0.0664 -0.2976 -1.0036 0.1513
H -1.994990 -0.891442 1.264063 0.4678 0.0860 0.4359 0.1132
H -2.607704 -0.887260 -1.006060 -0.1141 0.0366 -0.0918 0.0661
H 0.328232 -0.528766 1.932137 0.2454 0.1349 0.4596 0.1129
H -0.031798 -1.341591 -0.239660 -0.9030 -0.5085 -0.5137 0.0577
H 0.256688 1.296227 2.116542 -0.4998 -0.3740 0.3583 0.1148
C -1.955138 0.086506 0.784169 0.2179 -0.2417 -1.0687 -0.2311
C 0.467431 0.451643 1.457889 0.4195 -0.2046 -1.0416 -0.2680
N 1.803644 0.714378 0.924209 -0.5442 0.0578 0.2094 0.0066
C -2.927827 -0.050914 -0.389396 -0.2899 0.3861 0.2017 -0.1106
H -2.969958 0.847605 -1.011544 0.0533 -0.0243 0.0072 0.0791
H -2.207382 0.868630 1.497474 -0.3874 -0.0545 0.1066 0.1169
H -0.601515 0.188122 -0.986757 -1.9349 -0.2219 -2.7736 -0.0202
C -0.550563 0.460498 0.304802 1.0250 0.6987 3.2323 -0.3102
H 1.895404 0.201727 0.062416 0.4299 -0.2410 -0.2105 0.0064
```
Forces are in eV/Å.

Calculated values
LUMO level ... 0.93 eV
Net charge ... 0
Gap between HOMO and LUMO ... 10.10 eV
Largest force on an atom ... 3.5 eV/A
Spin multiplicity ... 1
E ... -9399.2830 eV
Molecular weight ... 106.17 u

=====

Density functional theory data (ωB97M-V/def2-TZVPD) for 2 unconnected molecules or ions with the total composition C4H14N2O.

```
21
Properties=species:S:1:pos:R:3:forces:R:3:lowdin_charge:R:1
C -2.367101 -0.497356 -1.224181 -1.4164 -1.3410 1.2162 -0.2983
C 0.092666 -1.023651 -1.468338 1.6890 -0.5555 1.4444 -0.2745
C 1.739204 -0.416788 0.311325 0.0115 -0.5327 0.3261 -0.1364
H -3.194172 -0.845391 -1.793919 -1.0835 -0.4201 -0.2577 0.0817
H 3.139207 3.301905 4.583502 0.9732 3.2416 0.6731 -0.0128
H 0.271297 -0.265682 -2.201727 -0.0582 -0.1003 -1.1532 0.0856
O 2.898271 2.441274 4.792492 -0.6711 -2.0883 -1.4146 -0.0394
H -0.378267 -0.368148 0.482665 -0.9752 -0.6259 1.3285 0.0557
H -2.825262 1.368949 -2.002494 -2.6822 1.6148 -0.4895 0.0318
H 0.968617 -1.802161 -1.474747 -1.8027 0.9446 -0.5284 0.1258
H 2.038888 -1.520841 0.418565 -0.5344 1.2155 -0.2038 0.0715
H 1.884008 0.011069 1.364044 -0.4273 -0.2710 -1.6159 0.0717
H -1.540788 -2.333177 -2.313387 0.3748 1.3658 1.2041 0.1269
H -1.379842 1.237353 -1.351410 2.2275 1.6699 1.3456 0.0195
H -2.760286 -0.563358 -0.131467 0.8271 0.5949 -1.3691 0.1251
H 2.555203 0.015364 -0.389928 -1.7295 -0.3395 1.0020 0.0896
H 2.796025 2.239934 3.837787 -0.3041 -1.1523 0.7344 0.0505
C -1.315393 -1.632789 -1.424653 1.7038 -0.5700 -0.5268 -0.1832
N -2.099859 0.796951 -1.793558 1.6452 -3.4807 -0.3348 0.0382
H -1.097013 -2.304310 -0.551432 -1.4257 0.4222 -0.4291 0.1115
N 0.305569 -0.265265 -0.203714 3.6580 0.4079 -0.9514 -0.1405
```
Forces are in eV/Å.

Calculated values
SMILES string ... CNCCCN.O
LUMO level ... 0.69 eV
Net charge ... 0
Gap between HOMO and LUMO ... 9.35 eV
Largest force on an atom ... 3.9 eV/A
Spin multiplicity ... 1
E ... -9400.6343 eV
Molecular weight ... 106.17 u

=====

Density functional theory data (ωB97M-V/def2-TZVPD) for 2 unconnected molecules or ions with the total composition C4H14N2O.

```
21
Properties=species:S:1:pos:R:3:forces:R:3:lowdin_charge:R:1
C 1.284058 0.533152 0.688191 -0.0402 -0.2701 0.6943 -0.3018
H -0.402249 -0.536067 -0.681142 -0.2571 -0.6642 -0.6042 0.0865
H -1.436181 -0.607357 0.697649 -0.2659 -0.1567 0.4070 0.1041
H 0.895299 2.537609 0.149674 -0.4186 0.2038 -0.4887 0.1034
H 0.608026 -3.668803 -0.065859 -0.1083 0.6566 0.0057 0.0367
H -2.676399 -1.216417 -1.366942 -0.3623 -0.2884 -0.0243 0.0565
N 1.903133 0.189707 -0.626588 -0.4928 0.7115 0.9583 0.0076
H -0.855230 1.637968 -1.185816 -0.3401 0.2557 0.0552 0.1081
H -1.859995 1.882709 0.213085 -0.4762 0.6118 0.4917 0.0928
H 0.747293 -0.297471 1.154942 -0.0712 -0.3384 -0.5877 0.0839
C -1.326674 -0.140352 -0.276744 0.4994 1.1923 0.7807 -0.3150
C 0.312995 1.717470 0.572131 0.4491 -0.7703 1.0021 -0.2069
O 1.183005 -3.281027 0.612305 -0.1273 -1.0832 -0.3333 -0.0695
H -3.284445 0.252728 -0.875424 -0.1887 -0.0046 0.3321 0.0609
H 1.646267 -4.095891 0.859743 0.2360 0.4433 0.3596 0.0347
H 2.010168 0.725885 1.488743 0.3289 0.4176 -0.4627 0.1047
N -2.469465 -0.263301 -1.146416 0.6813 -0.1996 -0.7035 -0.0030
C -0.998015 1.357273 -0.134494 0.9271 -0.3553 -1.5706 -0.1972
H 1.667568 1.024064 -1.159059 0.4412 -0.3095 -0.5405 0.0547
H 2.911258 0.204865 -0.506617 -0.0916 -0.1171 -0.1981 0.0614
H 0.139580 2.043249 1.588642 -0.3228 0.0646 0.4271 0.0973
```
Forces are in eV/Å.

Calculated values
SMILES string ... NCCCCN.O
LUMO level ... 0.82 eV
Net charge ... 0
Gap between HOMO and LUMO ... 9.60 eV
Largest force on an atom ... 1.9 eV/A
Spin multiplicity ... 1
E ... -9401.9820 eV
Molecular weight ... 106.17 u

=====

Density functional theory data (ωB97M-V/def2-TZVPD) for 2 unconnected molecules or ions with the total composition C4H14N2O.

```
21
Properties=species:S:1:pos:R:3:forces:R:3:lowdin_charge:R:1
H 0.464203 -0.136885 1.776097 -0.1274 -0.1109 0.1650 0.0747
C -0.518628 -0.597569 1.954075 0.9838 -0.1542 -0.3793 -0.1481
H -1.168112 0.220436 2.269574 -0.3219 -0.1489 0.3124 0.0705
C 0.786743 -0.550274 -3.543972 -1.0959 1.0081 -0.1373 -0.1474
H 0.039784 -1.105298 -4.114933 0.0579 -0.8660 0.1610 0.0626
H -2.270265 0.263256 -0.254906 -0.3947 -0.8536 0.0396 0.1139
H 1.171606 -1.181605 -1.660638 -0.4966 -0.2373 0.4390 0.0942
H -1.021563 -1.746520 -1.654616 -1.0892 0.3441 -1.0494 0.1154
H 0.588394 0.445321 -3.962897 0.4859 0.1902 0.2172 0.0675
C -1.290193 -0.228857 -0.295702 2.4537 1.7813 -0.8527 -0.2724
H -1.754566 -1.768575 0.885429 0.3441 -0.1686 -0.1142 0.1037
H -0.378760 -1.376244 2.718377 -0.2664 0.3995 -0.1136 0.0798
H 2.595388 3.002234 3.666913 0.0379 -0.2540 -0.1764 0.0295
H 1.790754 -0.854601 -3.845392 -0.1227 -0.0352 0.4008 0.0743
H -0.641890 0.646034 -0.138365 0.0981 -0.0073 0.3216 0.1066
C -0.866397 -0.649747 -1.723368 -0.2379 -1.5559 1.4316 -0.2417
H -1.513378 -0.029494 -2.337128 0.1814 -0.5605 -0.8757 0.1122
N 0.538738 -0.527664 -2.091488 0.7334 1.0967 -0.6661 -0.1311
N -0.917175 -1.218962 0.688347 -1.1823 -0.1164 0.7059 -0.1334
H 1.246369 2.421777 4.163064 -0.0994 -0.4440 -0.1979 0.0176
O 1.837409 3.165378 4.227000 0.0582 0.6928 0.3686 -0.0482
```
Forces are in eV/Å.

Calculated values
SMILES string ... CNCCNC.O
LUMO level ... 0.78 eV
Net charge ... 0
Gap between HOMO and LUMO ... 9.13 eV
Largest force on an atom ... 3.1 eV/A
Spin multiplicity ... 1
E ... -9401.2832 eV
Molecular weight ... 106.17 u

=====

Density functional theory data (ωB97M-V/def2-TZVPD) for 2 unconnected molecules or ions with the total composition C4H14N2O.

```
21
Properties=species:S:1:pos:R:3:forces:R:3:lowdin_charge:R:1
H -3.728998 3.997617 -3.074140 -0.0117 0.0463 0.2956 0.0318
N 0.384738 -2.519705 -0.654102 -1.4004 0.7327 0.8059 -0.0154
H 1.102797 -1.968679 2.762022 -0.9460 0.0754 -0.1351 0.0849
C 1.221774 -0.884720 2.688529 1.7517 -1.0878 0.6433 -0.1316
H 1.816784 1.255591 0.183781 -0.5514 -0.0609 -0.1865 0.0838
H -0.585200 0.475328 0.748616 -0.2372 0.1233 0.0350 0.1109
H -0.818191 -1.170008 1.335687 0.1351 -0.0827 0.5968 0.1157
H 1.113897 -2.661585 0.024836 0.5003 0.0819 -0.3151 0.0440
O -3.681716 3.825733 -4.012489 -1.2843 1.7913 -0.0703 -0.0282
H 0.589622 -0.336807 3.385028 -0.4832 0.0994 -0.0569 0.0849
H -3.152025 3.075616 -4.107870 1.2959 -1.8382 -0.2251 -0.0036
H 1.156204 1.577662 1.855117 -0.2805 0.2220 -0.3477 0.0873
H 2.734320 0.920803 1.590806 -0.0549 -0.1237 -0.0175 0.0840
H 0.555757 -0.564255 -1.284828 -0.1029 0.6481 0.4246 0.0988
H 0.654048 -2.681504 -1.605465 0.5730 -0.4745 -0.0262 0.0484
H 2.235880 -0.858951 3.121253 -0.0303 0.6861 -0.3323 0.0852
C 1.709332 0.889327 1.200253 1.3549 0.2829 0.7750 -0.1244
C -0.153366 -0.524974 0.772011 0.0080 -0.3196 -0.8401 -0.2201
C -0.125676 -1.110195 -0.613917 1.3132 -1.1821 -1.8201 -0.2702
H -1.046999 -1.176953 -1.196052 -0.4956 0.5045 0.6856 0.1030
N 1.219703 -0.460400 1.309779 -1.0537 -0.1243 0.1110 -0.2691
```
Forces are in eV/Å.

Calculated values
SMILES string ... CN(C)CCN.O
LUMO level ... 0.64 eV
Net charge ... 0
Gap between HOMO and LUMO ... 9.38 eV
Largest force on an atom ... 2.5 eV/A
Spin multiplicity ... 1
E ... -9401.6357 eV
Molecular weight ... 106.17 u

=====

Respective energy above the lowest of the compared OMol25 structures with the same formula, charge and spin values: 11.03 7.56 54.39 99.71 68.55 37.47 53.59 45.46 kcal per mole.